{
  "formula": "C5H14NO",
  "method": "wB97M-V/def2-TZVPD",
  "elements": ["C", "C", "N", "C", "C", "C", "H", "H", "H", "H", "H", "H", "H", "H", "H", "H", "H", "H", "H", "H", "O"],
  "xyz": [[-1.422, -1.783, 0.717], [-0.888, -0.741, -0.257], [-0.403, 0.459, 0.526], [0.981, 0.094, 1.020], [1.588, -0.548, -0.208], [0.394, -1.187, -0.981], [-2.067, -1.370, 1.476], [-0.573, -2.268, 1.188], [-1.954, -2.536, 0.149], [-1.608, -0.366, -0.981], [-1.067, 0.731, 1.248], [-0.281, 1.302, -0.060], [1.490, 0.977, 1.401], [0.836, -0.645, 1.803], [1.994, 0.243, -0.846], [2.377, -1.236, 0.071], [0.388, -2.261, -1.117], [0.405, -0.743, -1.959], [-0.588, 2.968, -1.598], [-0.171, 3.838, -0.380], [-0.049, 2.970, -0.791]],
  "lowdin_charge": [-0.02, -0.30, 0.07, -0.10, -0.13, -0.11, 0.09, 0.09, 0.10, 0.15, 0.18, 0.11, 0.14, 0.13, 0.12, 0.12, 0.12, 0.11, 0.08, 0.08, -0.04],
  "orbital_gap_ev": 12.818,
  "de_lowest_kj_mol": 8.8,
  "lumo_ev": -3.044,
  "total_charge": 1
}

{
  "formula": "H80O40",
  "method": "wB97M-V/def2-TZVPD",
  "elements": ["H", "H", "O", "H", "H", "O", "H", "H", "O", "H", "H", "O", "H", "H", "O", "H", "O", "H", "O", "H", "H", "O", "H", "H", "O", "H", "H", "O", "H", "H", "O", "H", "O", "H", "H", "O", "H", "H", "O", "H", "H", "O", "H", "H", "O", "H", "H", "O", "H", "H", "O", "H", "O", "H", "H", "O", "H", "O", "H", "H", "O", "H", "H", "O", "H", "H", "O", "H", "H", "O", "H", "H", "O", "H", "H", "O", "H", "H", "O", "H", "H", "O", "H", "H", "O", "H", "H", "O", "H", "O", "H", "H", "O", "H", "H", "H", "H", "H", "H", "O", "H", "H", "O", "H", "H", "O", "H", "H", "O", "H", "H", "O", "H", "H", "O", "H", "H", "O", "H", "H"],
  "xyz": [[2.517, 4.267, 0.288], [1.683, 3.352, 1.037], [2.578, 3.645, 1.040], [3.148, 2.088, -4.751], [1.805, 2.873, -4.437], [2.433, 2.594, -5.127], [-3.105, -2.755, 1.391], [-1.730, -1.916, 1.764], [-2.520, -2.396, 2.046], [2.301, -0.615, -5.473], [2.823, 0.719, -5.777], [3.139, -0.197, -5.865], [-3.472, -1.715, -3.138], [-4.420, -1.697, -4.239], [-3.662, -1.193, -3.932], [0.381, 0.741, 4.669], [0.809, -0.007, 5.050], [1.857, -1.372, 5.544], [2.414, -2.070, 5.166], [4.253, 1.065, -1.196], [5.048, 1.312, -2.559], [4.569, 0.669, -2.029], [0.800, -4.605, -2.883], [0.219, -5.291, -4.337], [0.433, -4.624, -3.749], [1.759, 0.743, -0.343], [1.943, 0.629, -1.714], [2.233, 1.235, -0.983], [-1.291, 3.651, -2.308], [-2.519, 4.432, -1.918], [-2.111, 3.583, -1.689], [0.608, 2.616, -2.531], [0.158, 3.349, -3.001], [-0.733, -0.248, 1.695], [0.578, -0.339, 2.450], [0.005, -0.791, 1.831], [1.325, 4.308, -1.991], [1.733, 5.677, -2.035], [1.423, 5.037, -1.389], [-0.514, 2.871, 2.739], [0.613, 2.424, 3.543], [0.253, 3.285, 3.052], [4.017, 2.776, 4.163], [2.679, 3.391, 3.447], [3.076, 2.836, 4.158], [-5.773, 2.232, -0.477], [-4.617, 2.324, -1.562], [-5.308, 1.697, -1.097], [6.658, -0.002, 1.675], [6.113, 0.776, 0.544], [6.546, 0.969, 1.378], [-2.231, 0.832, -5.416], [-2.505, 0.067, -5.951], [1.679, -3.841, 4.983], [1.177, -4.431, 3.680], [1.723, -4.654, 4.432], [2.539, -1.300, -2.997], [1.954, -0.555, -3.243], [-2.631, 1.533, -4.195], [-2.543, 3.043, -4.306], [-2.045, 2.319, -3.852], [0.706, -1.480, -0.656], [1.505, -2.820, -0.449], [1.550, -1.911, -0.423], [-1.813, -2.832, -1.281], [-1.376, -3.987, -0.338], [-1.058, -3.308, -0.915], [-1.808, -4.244, 2.882], [-2.819, -5.283, 3.615], [-2.214, -5.170, 2.848], [1.997, 0.331, 2.374], [1.897, 1.815, 2.016], [1.813, 0.976, 1.605], [-1.587, 3.329, 0.867], [-2.007, 1.912, 0.598], [-1.274, 2.493, 0.526], [0.599, -3.140, 1.260], [0.102, -4.540, 1.144], [0.930, -4.023, 1.132], [-2.579, 1.909, 2.698], [-3.323, 2.961, 3.619], [-2.919, 2.863, 2.791], [3.818, -1.060, 1.695], [3.316, -2.592, 1.844], [3.504, -1.762, 2.335], [-2.405, -4.419, -2.590], [-3.892, -3.584, -2.106], [-3.054, -3.725, -2.560], [-4.106, 0.474, 0.596], [-3.648, -0.257, 0.038], [-6.239, -0.427, -1.215], [-6.227, -0.816, -2.583], [-6.183, -1.260, -1.768], [-2.555, -0.665, -5.359], [1.521, 0.570, 5.486], [1.420, -0.744, -2.498], [2.890, -1.587, 4.451], [-0.495, 2.839, -3.497], [-4.274, -0.935, -0.005], [-2.864, -5.484, 0.452], [-2.668, -6.349, 0.758], [-3.840, -5.416, 0.590], [-0.274, 0.070, -1.707], [-0.877, -0.620, -2.062], [-0.720, 0.809, -2.207], [-2.561, 1.275, 5.337], [-2.454, 2.124, 5.776], [-2.729, 0.671, 6.054], [0.125, 5.924, 2.991], [-0.344, 5.191, 3.463], [0.153, 5.728, 2.035], [-0.568, -2.199, -4.076], [-1.451, -2.453, -4.123], [-0.041, -2.891, -4.333], [4.199, -1.797, -0.918], [3.288, -2.010, -0.852], [4.096, -1.715, -1.935], [0.196, 2.633, 5.897], [1.082, 2.971, 6.041], [-0.058, 2.003, 6.560]],
  "lowdin_charge": [0.03, -0.02, -0.04, 0.02, 0.02, -0.04, 0.02, 0.01, -0.05, 0.06, -0.02, -0.10, 0.02, 0.07, -0.04, -0.01, -0.07, 0.00, -0.08, 0.03, 0.04, -0.08, 0.05, 0.02, 0.01, -0.02, 0.01, -0.06, 0.02, 0.04, -0.12, 0.08, -0.07, 0.01, 0.01, -0.01, -0.01, 0.05, -0.03, -0.03, 0.08, -0.07, 0.04, 0.04, -0.05, 0.02, 0.11, -0.08, 0.08, 0.00, -0.09, 0.00, -0.05, 0.01, -0.02, -0.08, 0.06, -0.04, 0.10, 0.11, -0.09, 0.04, -0.01, -0.03, 0.02, -0.01, -0.04, 0.05, 0.06, -0.11, 0.08, -0.03, -0.05, 0.03, -0.01, -0.03, 0.00, 0.05, -0.03, 0.08, 0.00, -0.05, 0.06, 0.06, -0.07, 0.06, 0.07, -0.05, 0.09, -0.07, 0.05, 0.00, -0.06, -0.03, 0.10, -0.04, 0.03, 0.01, -0.03, -0.06, 0.02, 0.07, -0.05, 0.05, 0.07, -0.04, 0.04, 0.04, -0.09, 0.03, 0.03, 0.01, -0.02, -0.04, -0.08, -0.06, 0.07, -0.04, 0.05, 0.03],
  "orbital_gap_ev": 9.170,
  "de_lowest_kj_mol": 1109.5,
  "lumo_ev": -0.781
}

{
  "formula": "C60H71MoNO2S5Si5Te",
  "method": "wB97M-V/def2-TZVPD",
  "elements": ["Mo", "S", "C", "C", "C", "C", "C", "C", "S", "C", "C", "C", "C", "C", "C", "C", "S", "C", "C", "C", "C", "C", "C", "S", "N", "H", "H", "H", "H", "H", "H", "H", "H", "H", "H", "H", "H", "H", "H", "H", "O", "S", "C", "C", "C", "C", "C", "C", "C", "C", "C", "C", "C", "C", "C", "C", "H", "H", "H", "H", "H", "H", "H", "H", "H", "H", "H", "H", "H", "H", "O", "Si", "C", "C", "C", "C", "C", "C", "C", "C", "C", "C", "C", "C", "C", "C", "C", "C", "C", "C", "H", "H", "H", "H", "H", "H", "H", "H", "H", "H", "H", "H", "H", "H", "H", "C", "Si", "C", "C", "Si", "Te", "Si", "C", "C", "C", "Si", "C", "C", "C", "H", "H", "H", "H", "H", "H", "H", "H", "H", "H", "H", "H", "H", "H", "H", "H", "H", "H", "H", "H", "H", "H", "H", "H", "H", "H", "H"],
  "xyz": [[-0.877, 0.453, -1.551], [-2.675, 1.063, 0.007], [-4.169, 0.998, -0.903], [-5.398, 1.034, -0.229], [-6.596, 1.039, -0.926], [-6.606, 1.037, -2.319], [-5.402, 1.020, -3.000], [-4.204, 0.979, -2.293], [-2.693, 0.843, -3.207], [-2.875, -0.904, -3.702], [-1.549, -1.571, -3.831], [-1.419, -2.435, -4.864], [-0.198, -3.170, -5.005], [0.777, -2.961, -4.117], [0.632, -2.036, -2.995], [1.662, -1.975, -2.120], [0.818, 0.137, 0.265], [1.626, 1.710, 0.381], [2.903, 1.733, 0.947], [3.605, 2.919, 1.015], [3.025, 4.078, 0.502], [1.765, 4.054, -0.065], [1.033, 2.859, -0.148], [-0.568, 2.864, -0.829], [-0.580, -1.298, -2.882], [-5.391, 1.072, 0.856], [-7.531, 1.049, -0.380], [-7.541, 1.070, -2.865], [-5.385, 1.034, -4.086], [-3.407, -0.933, -4.647], [-3.475, -1.366, -2.924], [-2.239, -2.572, -5.555], [-0.073, -3.868, -5.824], [1.731, -3.468, -4.199], [1.681, -1.353, -1.250], [2.539, -2.586, -2.306], [3.335, 0.806, 1.311], [4.603, 2.942, 1.439], [3.577, 5.012, 0.530], [1.327, 4.956, -0.477], [-2.184, -1.632, -0.854], [-2.324, -2.650, 0.250], [-3.463, -1.974, 1.500], [-3.697, -2.968, 2.615], [-2.619, -3.511, 3.321], [-2.835, -4.440, 4.331], [-4.128, -4.831, 4.655], [-5.205, -4.287, 3.965], [-4.989, -3.366, 2.948], [-3.484, -3.881, -0.384], [-2.945, -4.640, -1.576], [-3.784, -4.878, -2.658], [-3.350, -5.645, -3.733], [-2.062, -6.157, -3.745], [-1.205, -5.895, -2.683], [-1.645, -5.147, -1.602], [-4.378, -1.702, 0.972], [-2.989, -1.066, 1.867], [-1.608, -3.194, 3.082], [-1.990, -4.860, 4.866], [-4.297, -5.555, 5.444], [-6.217, -4.584, 4.218], [-5.831, -2.948, 2.405], [-4.392, -3.332, -0.643], [-3.696, -4.548, 0.455], [-4.793, -4.475, -2.652], [-4.020, -5.834, -4.565], [-1.720, -6.752, -4.585], [-0.188, -6.267, -2.701], [-0.972, -4.958, -0.771], [0.615, 1.053, -2.691], [1.788, 1.791, -3.560], [1.183, 3.383, -4.349], [-0.168, 3.736, -4.368], [-0.603, 4.909, -4.976], [0.312, 5.757, -5.586], [1.658, 5.414, -5.610], [2.083, 4.235, -5.007], [2.382, 0.745, -4.997], [1.530, -0.126, -5.681], [1.969, -0.843, -6.788], [3.272, -0.694, -7.241], [4.137, 0.173, -6.582], [3.695, 0.882, -5.471], [3.351, 2.104, -2.553], [4.035, 0.989, -2.039], [5.265, 1.122, -1.409], [5.852, 2.379, -1.287], [5.188, 3.496, -1.772], [3.946, 3.359, -2.389], [-0.890, 3.083, -3.904], [-1.658, 5.160, -4.973], [-0.022, 6.676, -6.055], [2.377, 6.061, -6.100], [3.135, 3.968, -5.063], [0.502, -0.242, -5.346], [1.292, -1.522, -7.293], [3.615, -1.250, -8.106], [5.155, 0.294, -6.932], [4.388, 1.544, -4.960], [3.597, 0.001, -2.157], [5.774, 0.244, -1.024], [6.826, 2.485, -0.820], [5.633, 4.481, -1.666], [3.433, 4.248, -2.743], [-2.182, 0.058, 5.495], [-0.387, -0.376, 5.857], [-0.061, 0.008, 7.658], [-0.147, -2.229, 5.666], [1.078, 0.735, 4.351], [-0.217, -0.294, 2.436], [0.653, 3.039, 4.514], [1.829, 4.189, 3.649], [0.817, 3.405, 6.345], [-1.080, 3.313, 3.890], [3.222, -0.184, 4.582], [3.247, -1.843, 3.742], [4.567, 0.918, 3.900], [3.552, -0.394, 6.411], [-2.825, -0.818, 5.650], [-2.327, 0.398, 4.462], [-2.531, 0.858, 6.157], [-0.698, -0.638, 8.273], [-0.296, 1.047, 7.910], [0.981, -0.174, 7.942], [-0.942, -2.777, 6.186], [0.817, -2.541, 6.089], [-0.158, -2.531, 4.613], [2.864, 3.827, 3.672], [1.799, 5.164, 4.147], [1.553, 4.322, 2.600], [1.829, 3.155, 6.689], [0.107, 2.838, 6.955], [0.653, 4.472, 6.538], [-1.248, 2.755, 2.961], [-1.255, 4.373, 3.676], [-1.827, 2.980, 4.620], [3.028, -1.744, 2.673], [2.488, -2.506, 4.171], [4.227, -2.322, 3.851], [4.730, 0.751, 2.831], [5.510, 0.719, 4.421], [4.322, 1.977, 4.035], [2.794, -1.017, 6.897], [3.563, 0.579, 6.918], [4.528, -0.867, 6.566]],
  "lowdin_charge": [1.02, 0.53, -0.63, -0.12, -0.08, -0.09, -0.10, -0.53, 0.96, -0.35, -0.39, -0.07, -0.10, -0.07, -0.36, -0.02, 0.43, -0.61, -0.13, -0.11, -0.11, -0.12, -0.67, 0.60, -0.07, 0.10, 0.10, 0.10, 0.11, 0.09, 0.08, 0.10, 0.11, 0.11, -0.06, 0.05, 0.09, 0.11, 0.12, 0.11, -0.63, 0.94, -0.32, -0.28, -0.06, -0.08, -0.08, -0.08, -0.04, -0.26, -0.27, -0.05, -0.08, -0.09, -0.07, -0.04, 0.09, 0.00, 0.07, 0.11, 0.10, 0.10, 0.12, 0.10, 0.11, 0.11, 0.10, 0.10, 0.11, 0.11, -0.54, 0.51, -0.21, -0.10, -0.08, -0.10, -0.09, -0.10, -0.20, -0.08, -0.09, -0.10, -0.09, -0.09, -0.22, -0.09, -0.09, -0.10, -0.10, -0.10, 0.04, 0.10, 0.10, 0.10, 0.10, 0.10, 0.10, 0.10, 0.10, 0.10, 0.10, 0.10, 0.10, 0.10, 0.10, -0.22, 0.30, -0.21, -0.23, 0.20, 0.76, 0.33, -0.20, -0.22, -0.21, 0.32, -0.22, -0.21, -0.22, 0.03, -0.01, 0.03, 0.04, 0.01, 0.02, 0.03, 0.03, -0.02, 0.02, 0.04, 0.02, 0.03, 0.00, 0.04, 0.00, 0.04, 0.03, 0.02, 0.02, 0.04, 0.02, 0.04, 0.02, 0.01, 0.04, 0.04],
  "orbital_gap_ev": [5.498, 5.156],
  "de_lowest_kj_mol": 267.6,
  "multiplicity": 3,
  "lumo_ev": [-0.528, -0.846]
}

{
  "formula": "C18H20IrN7O7S",
  "method": "wB97M-V/def2-TZVPD",
  "elements": ["Ir", "C", "C", "N", "N", "C", "S", "N", "N", "H", "H", "H", "H", "H", "H", "O", "C", "C", "O", "C", "C", "O", "C", "O", "O", "C", "N", "C", "C", "C", "O", "N", "C", "O", "H", "H", "H", "H", "H", "C", "C", "C", "C", "C", "N", "H", "H", "H", "H", "H", "H", "H", "H", "H"],
  "xyz": [[1.158, -0.932, -0.402], [-0.443, 2.165, 4.342], [0.735, 1.501, 3.741], [1.666, 0.865, 4.380], [2.486, 0.403, 3.390], [2.094, 0.739, 2.162], [2.855, 0.304, 0.704], [0.973, 1.469, 2.384], [0.202, 2.040, 1.378], [-0.439, 1.988, 5.414], [-1.353, 1.759, 3.899], [-0.420, 3.242, 4.165], [3.280, -0.175, 3.606], [-0.655, 1.486, 1.326], [0.009, 3.002, 1.629], [0.862, -3.269, -6.014], [0.939, -2.846, -4.896], [-0.122, -2.986, -3.796], [-1.173, -3.575, -3.886], [0.438, -2.271, -2.650], [1.665, -1.705, -2.949], [2.320, -1.000, -2.059], [2.064, -1.969, -4.331], [3.052, -1.605, -4.922], [-0.113, -2.115, -1.472], [-2.055, -1.702, 4.275], [-1.023, -2.014, 3.293], [-0.257, -3.133, 3.441], [0.737, -3.458, 2.593], [0.940, -2.555, 1.508], [1.808, -2.647, 0.591], [0.169, -1.449, 1.378], [-0.809, -1.113, 2.248], [-1.463, -0.074, 2.185], [-2.511, -2.628, 4.618], [-2.807, -1.080, 3.802], [-1.633, -1.167, 5.127], [-0.509, -3.749, 4.294], [1.333, -4.349, 2.702], [-1.237, 3.492, -2.293], [-0.856, 2.198, -3.020], [0.151, 2.476, -4.145], [-2.101, 1.489, -3.570], [-0.209, 1.293, -2.060], [0.311, 0.596, -1.321], [-1.708, 4.169, -3.005], [-0.356, 3.983, -1.879], [-1.944, 3.295, -1.486], [-0.315, 3.137, -4.877], [0.444, 1.554, -4.646], [1.049, 2.958, -3.760], [-2.580, 2.139, -4.302], [-2.814, 1.271, -2.775], [-1.835, 0.552, -4.059]],
  "lowdin_charge": [1.23, 0.00, -0.33, 0.14, 0.04, -0.70, 0.69, -0.09, 0.13, 0.09, 0.08, 0.09, 0.16, 0.07, 0.10, 0.15, -0.24, -0.29, 0.11, -0.29, -0.29, -0.20, -0.29, 0.12, -0.16, -0.01, -0.04, -0.04, 0.04, -0.49, -0.10, 0.03, -0.48, 0.01, 0.09, 0.09, 0.10, 0.14, 0.12, -0.04, -0.57, -0.02, -0.03, -0.04, 0.06, 0.09, 0.09, 0.09, 0.09, 0.10, 0.10, 0.09, 0.09, 0.10],
  "orbital_gap_ev": 7.185,
  "de_lowest_kj_mol": 20.7,
  "lumo_ev": -0.030
}